The following is a quantum chemistry calculation of 3 unconnected molecules or ions with the total composition C31H51F5N4O9, from the Open Molecules 2025 dataset.

```
! wB97M-V def2-TZVPD RIJCOSX def2/J DEFGRID3
* xyz 0 1
C -4.218 -5.132 -3.083
O -3.568 -6.091 -3.913
C -2.194 -5.792 -4.100
C -1.300 -6.501 -3.079
C -0.762 -5.547 -1.984
C -0.909 -6.067 -0.535
C 0.412 -5.945 0.226
C 0.292 -5.784 1.739
C -0.771 -4.775 2.197
C -0.844 -3.477 1.392
C -0.057 -2.289 1.894
C 0.498 -2.177 3.165
C 1.183 -1.033 3.590
C 1.294 0.015 2.695
C 0.787 -0.072 1.408
C 0.115 -1.212 0.994
O -0.442 -1.305 -0.268
N 0.585 -1.269 -1.359
O 1.302 -2.161 -1.292
C 1.109 1.210 0.702
O 1.244 1.407 -0.450
N 1.354 2.159 1.766
C 0.407 3.153 2.107
F 0.984 4.382 2.098
F -0.062 2.968 3.356
C -0.818 3.265 1.162
F -1.517 2.130 1.164
F -1.602 4.236 1.647
F -0.467 3.591 -0.069
C 1.915 1.358 2.852
O 2.729 1.740 3.608
H -3.537 -4.696 -2.355
H -4.664 -4.351 -3.688
H -4.994 -5.659 -2.532
H -1.948 -6.131 -5.105
H -2.036 -4.712 -4.091
H -0.449 -6.915 -3.614
H -1.878 -7.315 -2.656
H -1.323 -4.619 -2.071
H 0.280 -5.330 -2.200
H -1.693 -5.475 -0.072
H -1.258 -7.095 -0.549
H 0.909 -5.051 -0.151
H 1.071 -6.771 -0.025
H 0.003 -6.748 2.161
H 1.257 -5.547 2.185
H -1.743 -5.253 2.115
H -0.648 -4.589 3.259
H -0.578 -3.613 0.353
H -1.888 -3.159 1.389
H 0.408 -2.992 3.863
H 1.594 -0.945 4.583
C 5.312 7.623 0.557
O 4.463 7.161 1.587
C 3.839 5.909 1.323
C 4.399 4.807 2.197
N 5.767 4.465 1.826
C 6.458 3.602 2.781
C 6.667 4.104 4.206
O 7.575 5.182 4.328
C 7.037 6.466 4.073
H 5.562 8.660 0.780
H 6.245 7.051 0.503
H 4.815 7.585 -0.416
H 3.909 5.644 0.263
H 2.781 6.025 1.567
H 3.770 3.920 2.091
H 4.326 5.150 3.238
H 6.302 5.315 1.715
H 7.446 3.392 2.362
H 5.926 2.646 2.826
H 7.116 3.282 4.770
H 5.722 4.341 4.709
H 5.992 6.539 4.382
H 7.125 6.735 3.017
H 7.621 7.187 4.644
C -2.339 1.692 -1.744
O -3.705 1.686 -1.373
C -4.556 2.457 -2.212
C -5.468 1.574 -3.041
N -4.725 0.847 -4.062
C -5.470 -0.222 -4.723
C -5.989 -1.379 -3.874
O -4.974 -2.212 -3.340
C -4.371 -1.724 -2.153
H -1.776 1.246 -0.926
H -2.156 1.101 -2.648
H -1.975 2.711 -1.905
H -3.979 3.135 -2.848
H -5.181 3.068 -1.555
H -6.222 2.200 -3.527
H -5.986 0.902 -2.344
H -3.897 0.447 -3.643
H -4.808 -0.646 -5.482
H -6.315 0.223 -5.258
H -6.580 -2.021 -4.532
H -6.667 -1.048 -3.079
H -5.078 -1.169 -1.534
H -3.503 -1.097 -2.372
H -4.013 -2.584 -1.586
*
```

- Max |F|: 0.0316 hartree/bohr
- Energy relative to the best compared isomer or geometry (same formula, charge and spin): 0.0 kcal/mol
- LUMO energy: -0.94 eV
- HOMO energy: -8.43 eV
- SMILES: COCCCCCCCCc1ccc2c(c1ON=O)C(=O)N(C(F)(F)C(F)(F)F)C2=O.COCCNCCOC.COCCNCCOC
- Gap between HOMO and LUMO: 7.487 eV

Mulliken atomic charge list, values in e, 4 entries: C -0.119; O -0.451; C -0.684; C -0.772